Model a:
14
Properties=species:S:1:pos:R:3:lowdin_charge:R:1 method="wB97M-V/def2-TZVPD" homo_energy_ev=-16.1 homo_lumo_gap_ev=13.0899 charge=+1
N -0.077 -0.507 0.341 0.271
O -1.467 1.885 0.884 -0.040
H 2.641 1.411 0.214 0.077
H -0.395 -2.256 -2.690 0.070
H 3.337 0.146 0.806 0.081
O 2.479 0.590 0.704 -0.046
H -0.686 0.283 0.628 0.083
H -1.775 -2.316 -2.081 0.067
H -0.237 -1.278 0.990 0.149
H 0.932 -0.257 0.363 0.087
O -0.890 -1.992 -1.912 -0.034
H -1.186 2.407 1.645 0.074
H -0.392 -0.835 -0.588 0.085
H -2.425 1.965 0.792 0.077



Model b:
14
Properties=species:S:1:pos:R:3:lowdin_charge:R:1 method="wB97M-V/def2-TZVPD" homo_energy_ev=-15.6 homo_lumo_gap_ev=12.3900 charge=+1
H -0.328 -0.027 3.587 0.074
O 0.399 -0.451 3.121 -0.035
H -0.871 -0.161 -2.498 0.052
H 0.926 -0.957 3.748 0.077
O -1.128 -0.840 -1.861 -0.049
H 0.480 -0.658 1.359 0.085
H 0.723 0.176 -0.075 0.118
H 0.109 2.635 -1.006 0.049
H -1.641 -1.488 -2.356 0.072
H 0.558 2.551 -2.518 0.055
H -0.641 -0.639 0.001 0.116
O 0.288 2.049 -1.747 -0.046
N 0.341 -0.679 0.328 0.277
H 0.783 -1.510 -0.084 0.155



Model c:
14
Properties=species:S:1:pos:R:3:lowdin_charge:R:1 method="wB97M-V/def2-TZVPD" homo_energy_ev=-15.7 homo_lumo_gap_ev=12.2936 charge=+1
O -0.094 -0.929 -2.482 -0.056
H -0.246 -2.930 0.338 0.076
H 2.271 1.429 1.864 0.063
O -0.514 -2.126 0.805 -0.044
H -0.270 1.034 -0.793 0.136
H -1.305 -2.389 1.292 0.069
O 1.629 2.082 1.560 -0.050
H 0.147 0.986 0.793 0.098
H -0.018 -0.508 -3.352 0.060
H -1.053 -0.939 -2.356 0.042
N -0.568 0.681 0.117 0.302
H 2.060 2.932 1.721 0.069
H -0.542 -0.350 0.123 0.077
H -1.496 1.026 0.371 0.159



Model d:
14
Properties=species:S:1:pos:R:3:lowdin_charge:R:1 method="wB97M-V/def2-TZVPD" homo_energy_ev=-15.9 homo_lumo_gap_ev=12.8669 charge=+1
H -1.965 1.284 2.513 0.047
H 0.221 0.595 -0.730 0.098
O 1.459 -2.551 -0.136 -0.099
H 0.201 1.954 -2.913 0.070
H 0.951 -3.406 -0.278 0.097
H -2.533 -0.130 2.154 0.096
H 1.258 0.673 0.587 0.169
H 2.423 -2.847 -0.126 0.102
O -1.818 0.529 1.965 -0.047
H 0.754 -0.834 -0.012 0.080
H -0.838 2.559 -1.992 0.040
N 0.452 0.137 0.184 0.273
H -0.365 0.156 0.831 0.092
O -0.200 1.882 -2.046 -0.016



Winner for stability: model a



Model a:
8
Properties=species:S:1:pos:R:3:lowdin_charge:R:1 method="wB97M-V/def2-TZVPD" homo_energy_ev="-9.5 / -8.9" homo_lumo_gap_ev="8.1754 / 7.0432"
H -1.995 0.320 0.174 0.047
F 2.262 0.491 -1.924 0.114
O 1.757 -1.432 -0.932 0.118
C -1.139 0.044 0.933 -0.517
S -0.426 1.682 0.527 0.528
C 1.548 -0.287 -1.171 -0.293
H -1.529 -0.146 1.940 0.028
H -0.479 -0.672 0.453 -0.026



Model b:
8
Properties=species:S:1:pos:R:3:lowdin_charge:R:1 method="wB97M-V/def2-TZVPD" homo_energy_ev=-9.5 homo_lumo_gap_ev=9.8116 smiles="CSC(=O)F"
H -0.273 0.531 0.129 0.033
F -1.394 -2.208 1.425 0.161
H -0.092 -1.078 -0.653 0.025
S 1.167 -1.053 1.166 0.788
O 0.083 -3.738 1.791 0.101
C -0.220 -2.608 1.543 -0.645
C 0.414 -0.228 -0.197 -0.485
H 1.053 -0.053 -1.016 0.022



Winner for stability: model b



Model a:
20
Properties=species:S:1:pos:R:3:lowdin_charge:R:1 method="wB97M-V/def2-TZVPD" homo_energy_ev="-7.7 / -7.1" homo_lumo_gap_ev="6.5241 / 6.1108" smiles="CC1=CC=CC([N+](=O)[O-])=C2CN12"
N -0.814 -0.494 0.190 -0.048
H -2.741 -1.323 -0.359 0.142
H -1.562 0.984 2.306 0.114
N 0.527 0.567 -3.072 -0.391
C 0.617 0.094 -1.754 -0.086
C 1.716 0.202 -1.060 -0.005
C -0.664 -0.740 -1.097 -0.055
C 1.963 -0.010 0.380 -0.060
H 2.489 0.753 -1.556 0.117
C -0.282 -0.226 1.369 -0.294
H 3.031 -0.083 0.696 0.108
O -0.376 0.243 -3.793 0.095
C 1.124 -0.149 1.440 -0.064
H 1.655 -0.339 2.426 0.134
O 1.461 1.258 -3.481 0.043
H -2.447 0.640 -0.651 0.117
C -2.052 -0.407 -0.655 0.009
H -1.971 -0.811 2.659 0.085
H -0.504 -0.103 3.417 0.053
C -1.169 -0.056 2.594 -0.015



Model b:
20
Properties=species:S:1:pos:R:3:lowdin_charge:R:1 method="wB97M-V/def2-TZVPD" homo_energy_ev="-8.5 / -8.5" homo_lumo_gap_ev="7.3790 / 7.3767"
H -2.088 2.061 1.257 0.091
C 1.025 -0.256 0.154 0.175
O -1.490 -1.808 -0.557 -0.026
O 2.426 1.466 0.213 0.003
C -3.261 0.221 -0.301 -0.032
H -3.585 1.047 -0.880 0.071
C 2.348 -0.662 -0.150 -0.343
N 3.103 0.391 -0.158 0.076
C 1.073 1.085 0.412 -0.226
C -1.860 0.292 0.090 -0.313
C -0.017 1.932 0.725 -0.007
H 3.946 -1.885 -0.973 0.107
H 0.152 2.933 1.141 0.118
N -1.099 -0.703 -0.186 -0.048
H 2.248 -2.643 -1.137 0.089
C 2.903 -1.987 -0.543 -0.024
H -3.416 -0.782 -0.804 0.102
H 2.929 -2.498 0.384 0.061
C -1.356 1.529 0.729 0.008
H -3.981 0.267 0.584 0.117



Winner for stability: model b



Model a:
105
Properties=species:S:1:pos:R:3:lowdin_charge:R:1 method="wB97M-V/def2-TZVPD" homo_energy_ev=-5.0 homo_lumo_gap_ev=3.9559 charge=-1
C -0.319 6.241 -1.362 -0.355
H -8.795 -4.320 0.544 0.111
C 1.502 -2.424 -0.401 -0.047
H -0.575 0.953 0.525 -0.151
H 4.998 5.741 2.224 0.118
O 0.315 -0.591 -1.957 0.166
H -1.381 -4.777 -0.342 0.095
O -4.990 2.163 -1.039 -0.035
N -3.805 1.801 -1.110 -0.561
H -2.181 6.056 -0.722 0.095
N -0.682 0.884 -0.431 0.116
C -7.312 -3.582 -1.199 -0.473
O -0.619 -6.345 -1.451 -0.085
H 1.191 2.209 -0.892 0.036
H 3.008 0.140 -1.288 0.122
H 0.848 0.856 3.260 0.152
H 3.664 1.901 -0.766 0.065
C 6.151 1.773 -1.510 -0.071
H -5.587 -3.259 -2.347 0.151
O -2.807 2.364 2.135 0.009
H -0.283 -2.431 -0.816 0.064
H 1.252 6.407 -2.994 0.047
C 3.743 4.510 0.632 0.128
H 2.499 -2.405 -0.055 0.071
O 0.208 -1.742 2.628 0.131
H 1.198 3.909 3.805 0.179
H 7.187 1.638 -1.085 0.080
C -0.369 -0.451 -1.088 -0.478
O -1.199 1.414 1.290 -0.054
H -0.964 8.268 -1.731 0.052
H 0.249 3.357 1.581 0.194
H -2.973 -7.049 -1.581 0.031
H 4.518 -2.703 3.737 0.040
H 0.644 -5.975 -0.437 0.099
O -2.942 2.582 -0.731 -0.042
C 1.645 -0.040 3.270 0.051
C -1.546 -5.448 -1.184 -0.546
H -1.125 7.861 -0.188 0.054
C 3.153 4.744 3.180 -0.485
C -1.003 -1.628 -0.573 -0.035
H 4.318 4.682 -0.202 0.041
C -2.833 -6.313 -0.875 -0.017
C 3.048 0.415 3.519 0.035
H 0.523 8.009 -0.600 0.099
H 2.276 -3.404 3.451 0.049
C 1.446 3.723 1.634 0.042
O -4.829 -3.263 2.224 0.094
O 3.440 5.119 4.334 0.073
C 1.279 -1.423 3.019 -0.424
H 5.586 2.472 -0.774 0.071
H 1.087 -4.142 1.036 0.144
C 3.798 1.025 -1.504 -0.055
O 5.361 0.114 0.005 -0.038
C -5.932 -3.278 -1.238 0.056
H 5.196 0.801 0.537 -0.002
H -4.085 -2.983 -0.262 -0.001
C 0.757 -3.737 0.039 -0.314
H -1.777 -1.621 -1.199 0.074
C 4.065 5.120 2.042 0.082
O 1.667 3.682 -0.698 -0.056
C 1.964 4.120 2.901 -0.038
H 1.203 -1.477 0.077 0.078
H 0.208 -4.826 -1.700 0.104
H -0.019 2.482 -1.925 0.118
H 0.209 5.204 -3.347 0.054
H 0.225 -6.241 -0.940 -0.073
C -5.530 -3.354 1.227 -0.394
C 2.223 3.920 0.430 -0.296
H 1.416 -2.077 -1.418 0.075
H -2.784 -3.746 -2.186 0.153
H -0.182 2.936 -0.418 0.038
H 3.154 1.655 3.542 0.164
N -2.390 1.341 1.580 -0.516
H -2.627 -7.031 0.031 0.108
H 6.304 2.336 -2.543 0.113
C -0.478 7.728 -1.010 -0.051
H 3.524 1.554 -2.392 0.065
O -3.525 0.563 -1.015 -0.113
O -1.736 5.742 -1.554 -0.091
H 0.166 5.533 -0.766 0.079
H -1.141 -4.083 -2.658 -0.013
H -0.779 -2.938 1.105 0.142
H -3.764 -5.828 -0.676 0.042
O 5.267 -0.119 3.825 0.009
C 0.278 6.088 -2.812 -0.045
O -8.038 -3.712 -2.150 0.105
H -0.084 6.852 -3.443 0.056
C 3.809 -2.078 3.575 0.094
C 0.906 -4.997 -0.843 0.000
H 1.906 -4.983 -1.372 0.147
C -4.971 -3.180 -0.148 0.117
H -7.303 -3.755 2.446 0.124
H 5.508 -0.330 -1.938 0.113
O -3.147 0.522 1.080 0.040
O -0.663 -3.513 0.246 -0.239
H -1.702 1.214 -0.196 0.143
C -1.869 -4.508 -2.295 -0.013
C 4.079 -0.606 3.544 -0.350
C -7.838 -3.851 0.185 0.055
C 5.263 0.510 -1.372 -0.433
C 2.396 -2.420 3.391 0.109
H -1.417 -1.498 0.509 0.150
H -2.097 -5.087 -3.058 0.043
C -6.960 -3.758 1.367 0.039
C 0.129 2.094 -0.907 -0.002



Model b:
105
Properties=species:S:1:pos:R:3:lowdin_charge:R:1 method="wB97M-V/def2-TZVPD" homo_energy_ev=-5.6 homo_lumo_gap_ev=5.1695 charge=-1
H -4.798 -6.035 4.337 0.113
C 3.561 0.653 -2.762 -0.392
C 5.355 3.528 1.955 -0.500
H -0.078 3.834 1.501 0.109
H 1.231 -3.412 1.116 0.145
H 4.117 1.581 -0.760 0.044
H -0.198 0.998 2.065 0.033
O 1.993 -1.322 2.266 -0.131
O -1.743 0.479 -0.385 0.154
C -1.399 0.070 0.667 -0.350
H 2.747 -5.689 0.913 0.123
H -3.135 -6.962 2.594 0.157
C 0.643 5.658 2.731 0.101
N 1.527 -1.763 3.401 -0.578
H -1.039 -5.505 -1.974 0.014
C 0.926 -3.262 -1.090 -0.451
C 0.221 7.037 3.251 -0.418
H 5.363 0.474 -1.309 0.132
H -5.897 -5.854 2.704 0.102
C -1.097 5.783 0.884 -0.444
C 2.283 -4.827 -2.523 0.003
C 1.615 -3.795 0.048 0.089
C -4.345 -4.187 1.282 -0.042
O 3.005 -0.546 -2.119 -0.076
H 5.761 4.314 1.199 0.156
H -3.387 -0.896 1.352 0.139
H -0.550 3.231 -4.417 0.018
H -5.757 -4.596 3.681 0.018
C -1.720 2.989 -2.720 -0.425
H 1.244 5.104 3.335 0.048
C 2.507 -5.073 0.009 0.102
C -1.441 3.032 -4.171 0.127
O -0.031 -2.492 -1.037 0.075
O 6.216 2.464 1.620 -0.094
H -3.663 -4.890 -4.652 0.071
H 1.615 1.232 -3.792 0.089
C 4.478 1.198 -1.690 -0.077
H 3.205 4.136 1.857 0.086
H 3.507 3.062 0.835 -0.020
H -3.192 2.949 -1.112 0.107
C -4.195 2.444 -3.140 0.054
N 0.047 0.450 1.308 0.118
H 2.670 2.522 -3.585 0.059
O -2.721 -3.138 -1.945 -0.005
C -2.230 -0.833 1.423 0.008
H -4.537 -3.239 1.714 0.048
H 0.778 2.213 0.060 0.147
C -3.638 -4.122 -3.855 -0.046
O -1.699 5.224 -0.068 0.050
H 1.922 1.068 0.492 0.005
C -4.019 2.519 -4.553 -0.511
C -2.014 -5.416 -2.319 -0.053
C 3.862 3.243 1.735 -0.052
H 0.443 -0.480 1.556 0.115
C -0.796 7.785 2.413 0.095
H 3.549 2.335 2.298 0.107
H -3.438 -4.116 0.635 0.071
O -4.941 2.367 -5.340 0.075
C -3.066 2.820 -2.180 0.093
O -0.245 2.044 5.266 0.009
H 3.697 -1.170 -1.852 0.086
O -0.735 2.039 3.230 -0.073
H 4.978 4.677 3.793 0.100
H -0.910 8.827 2.855 0.124
H 4.251 0.559 -3.411 0.052
O -0.804 3.016 -1.905 0.079
H -2.078 -2.995 -1.421 -0.073
H -1.473 -3.747 -3.541 0.095
H -2.272 -6.255 -3.088 0.096
C 5.641 3.828 3.418 -0.069
O 2.228 -1.799 4.469 -0.047
H 1.962 2.065 -2.195 0.044
O 0.657 7.610 4.215 0.093
N 0.048 2.248 4.116 -0.667
H 1.033 -3.144 -3.488 0.181
H -3.193 -4.628 2.961 0.119
H 5.145 1.904 -2.189 0.072
C 0.956 1.030 0.344 -0.032
H -2.743 2.822 -6.152 0.108
H 2.860 -5.070 -3.573 0.161
O 1.227 2.209 3.820 -0.033
H -5.329 2.459 -2.801 0.147
C -0.034 4.970 1.552 0.099
H -2.610 -5.931 -1.495 0.093
C 2.816 -5.583 -1.338 -0.476
H -1.886 -0.837 2.422 0.065
C -2.693 2.910 -5.050 0.092
H 0.902 0.296 -0.547 0.122
H 5.632 2.939 4.126 0.110
O -3.363 -6.244 1.904 -0.024
H -3.556 -3.085 -4.278 0.086
H -4.522 -4.287 -3.276 0.061
C -2.308 -4.028 -2.982 -0.401
C 1.481 -3.649 -2.428 0.001
H -5.222 -4.414 0.612 0.096
O 3.553 -6.516 -1.526 0.090
H -1.993 -1.872 1.192 0.088
H 6.696 2.463 0.745 0.111
C -5.120 -5.351 3.418 -0.051
C 2.367 1.636 -3.079 -0.016
C -3.929 -5.183 2.412 -0.602
C -1.494 7.051 1.284 0.029
O 0.331 -1.873 3.512 -0.035
H 6.671 4.150 3.417 0.055
H -2.259 7.614 0.781 0.099



Winner for stability: model b



Model a:
16
Properties=species:S:1:pos:R:3:lowdin_charge:R:1 method="wB97M-V/def2-TZVPD" homo_energy_ev="1.5 / -7.8" multiplicity=2 s2=0.750 homo_lumo_gap_ev="2.8161 / 12.2828" charge=-1
H -0.412 2.821 2.462 0.041
H -1.017 -1.009 -0.386 0.010
H 1.096 -2.208 -0.980 0.020
C -0.125 2.663 1.424 -0.299
C -1.001 -1.897 -1.015 -0.395
H 0.361 -3.136 -2.265 0.034
H -1.164 -2.752 -0.349 0.025
H 0.527 -1.308 -2.347 0.029
C 0.795 1.454 1.244 -0.319
H 1.820 1.734 1.004 0.036
H 0.375 3.517 0.971 0.041
H -1.785 -1.746 -1.762 0.021
H 0.330 0.694 0.641 0.019
C 0.331 -2.192 -1.733 -0.313
H 0.913 0.936 2.205 0.030
H -1.045 2.430 0.884 0.021



Model b:
16
Properties=species:S:1:pos:R:3:lowdin_charge:R:1 method="wB97M-V/def2-TZVPD" homo_energy_ev="1.6 / -7.7" multiplicity=2 s2=0.750 homo_lumo_gap_ev="2.7669 / 12.2374" charge=-1
H -0.064 1.394 0.787 0.024
H -0.340 -0.762 -2.591 0.033
C 1.934 0.804 1.058 -0.396
H 0.094 0.233 2.128 0.024
C -0.613 -1.270 -1.651 -0.321
H 2.166 1.594 0.350 0.015
C -1.882 -0.672 -1.050 -0.287
H -0.820 -2.250 -2.068 0.029
H -2.099 -1.135 -0.095 0.031
H -1.695 0.388 -0.815 0.031
H 0.552 1.859 2.433 0.032
C 0.543 1.102 1.640 -0.314
H 1.874 -0.136 0.495 0.017
H 2.724 0.590 1.774 0.020
H -2.680 -0.709 -1.789 0.039
H 0.241 -1.253 -0.989 0.023



Model c:
16
Properties=species:S:1:pos:R:3:lowdin_charge:R:1 method="wB97M-V/def2-TZVPD" homo_energy_ev="1.5 / -7.0" multiplicity=2 s2=0.750 homo_lumo_gap_ev="2.8213 / 11.4156" charge=-1
H 1.342 -1.005 -2.025 0.037
H 0.735 0.122 3.437 0.047
H -0.043 0.413 -1.043 0.054
H 0.082 -2.261 -2.096 0.041
H -0.619 1.186 0.764 0.087
H 0.306 -1.179 -3.425 0.015
H -0.644 -0.385 2.772 0.025
C 0.177 1.402 1.682 -0.299
H 0.615 -0.878 1.911 0.032
H -1.663 -0.731 -1.305 0.042
C -0.716 -0.229 -1.780 -0.408
H -0.209 2.167 2.311 0.010
C 0.295 0.055 2.400 -0.335
H -1.312 0.520 -2.328 0.010
H 1.170 1.779 1.330 0.034
C 0.284 -1.186 -2.352 -0.391



Winner for stability: model b